[1]
Below is C9H29AsN5O2PdSi2Te as an isolated structure, with properties calculated with wB97M-V/def2-TZVPD.

Calculated values
orbital gap (alpha / beta) = 5.79 / 6.93 eV
highest occupied orbital energy (alpha / beta) = -0.3259 / -0.4179 Eh
expectation value of S² = 2.010
multiplicity = 3
total charge = +1
energy relative to the best compared isomer or geometry (same formula, charge and spin) = 138.6 kJ/mol

Each line ends with the Löwdin charge.
Cartesian coordinates (Å):
Pd (0.08284, -0.64097, -0.03783)  0.273
N (2.81402, -2.51893, -0.24501)  0.042
N (3.40022, -2.51858, 1.02655)  -0.015
C (2.74933, -1.94876, 2.07291)  -0.386
N (3.28636, -2.09305, 3.28049)  0.215
N (1.63536, -1.29885, 1.74654)  0.084
N (0.91684, -0.67442, 2.72847)  -0.413
O (-0.07528, -0.08373, 2.29101)  -0.052
O (1.19834, -0.71657, 3.90915)  0.077
H (2.22150, -3.33489, -0.36796)  0.080
H (3.55011, -2.51253, -0.93802)  0.098
H (4.08170, -3.23197, 1.24351)  0.154
H (4.17397, -2.55278, 3.38861)  0.130
H (2.82872, -1.67588, 4.07584)  0.100
C (-2.79908, 2.69146, -2.61976)  -0.240
Si (-1.59150, 2.53993, -1.19868)  0.212
C (-0.77781, 4.18837, -0.82272)  -0.208
C (-2.44895, 1.89164, 0.33818)  -0.222
As (-0.16118, 0.80157, -1.98852)  0.533
Si (-1.64678, -2.39119, -0.23068)  0.452
C (-0.69762, -3.99020, -0.57337)  -0.247
C (-2.64253, -2.57799, 1.35184)  -0.227
C (-2.78431, -2.02667, -1.68158)  -0.242
H (-3.62873, 3.34352, -2.33961)  0.040
H (-3.22108, 1.72496, -2.89970)  0.025
H (-2.32046, 3.11645, -3.50298)  0.033
H (-1.51969, 4.97165, -0.99265)  0.041
H (0.07503, 4.42626, -1.45574)  0.007
H (-0.46870, 4.25637, 0.22034)  0.027
H (-2.95266, 2.71792, 0.84584)  0.041
H (-1.75792, 1.43619, 1.05221)  -0.005
H (-3.20307, 1.14423, 0.08730)  0.028
H (-0.02641, -4.23720, 0.25286)  0.009
H (-0.10765, -3.90644, -1.48952)  0.017
H (-1.37719, -4.83554, -0.70156)  0.033
H (-2.00130, -2.69558, 2.22639)  0.018
H (-3.29326, -3.45360, 1.29381)  0.034
H (-3.27405, -1.70511, 1.52390)  0.024
H (-2.22538, -2.00449, -2.61942)  0.019
H (-3.28868, -1.06489, -1.56715)  0.009
H (-3.55738, -2.79271, -1.77352)  0.034
C (2.80906, 3.03503, -1.97496)  -0.385
Te (2.16350, 1.28866, -0.91963)  1.099
C (1.82425, 2.36740, 0.88865)  -0.377
H (2.02207, 3.77720, -1.89755)  -0.013
H (2.96980, 2.74865, -3.01025)  0.013
H (3.73515, 3.38792, -1.52850)  0.017
H (1.98237, 3.42198, 0.67892)  0.016
H (2.52606, 2.01854, 1.64047)  0.010
H (0.80207, 2.18759, 1.21313)  -0.011



[2]
Below is C30H38FN4O5PmS3Si as an isolated structure at a distorted geometry, with properties calculated with wB97M-V/def2-TZVPD.

Calculated values
orbital gap (alpha / beta) = 7.54 / 7.56 eV
highest occupied orbital energy (alpha / beta) = -0.2680 / -0.2685 Eh
expectation value of S² = 6.004
multiplicity = 5

Each line ends with the Löwdin charge.
Cartesian coordinates (Å):
Pm (0.18702, -0.33415, -0.02143)  1.830
O (-0.07090, 1.52587, -3.88501)  0.037
C (0.05216, 1.46455, -2.66736)  -0.630
O (0.94485, 0.87779, -1.99377)  -0.134
C (-1.01852, 2.13515, -1.78417)  -0.159
C (-1.90001, 3.13059, -2.18492)  0.016
C (-2.77083, 3.65315, -1.23992)  -0.032
C (-2.71535, 3.19737, 0.07109)  0.014
C (-1.80798, 2.19088, 0.38414)  -0.156
N (-1.00882, 1.66731, -0.54112)  0.029
C (-1.59259, 1.51335, 1.74828)  -0.662
O (-2.53091, 1.52246, 2.55516)  -0.057
O (-0.48391, 0.94330, 1.87050)  -0.119
H (-1.88794, 3.46691, -3.21023)  0.122
H (-3.47278, 4.42376, -1.52514)  0.111
H (-3.35295, 3.60737, 0.83855)  0.120
C (-0.43376, -3.61441, 0.31261)  -0.172
Si (0.55619, -3.24964, 1.91878)  0.427
C (1.63701, -4.81725, 2.14662)  -0.168
C (-0.54391, -3.10092, 3.47946)  -0.153
N (1.31323, -1.76325, 1.53599)  -0.219
C (2.19977, -1.10172, 2.31521)  -0.365
C (2.79339, -1.59119, 3.50065)  -0.030
C (3.74868, -0.87849, 4.19178)  -0.095
C (4.17360, 0.36922, 3.75837)  -0.103
C (3.62544, 0.89677, 2.59939)  -0.022
C (2.67954, 0.16548, 1.92474)  -0.205
F (2.17614, 0.70276, 0.71406)  -0.080
H (-1.01325, -4.52887, 0.40149)  0.028
H (0.24836, -3.73597, -0.52894)  0.022
H (-1.12476, -2.79924, 0.08223)  -0.032
H (1.00557, -5.68113, 2.32941)  0.024
H (2.32025, -4.72886, 2.98260)  0.011
H (2.22749, -5.02608, 1.26000)  0.021
H (-1.27102, -3.89982, 3.57728)  0.019
H (-1.06489, -2.14715, 3.47052)  0.012
H (0.06980, -3.11687, 4.37383)  0.025
H (2.48281, -2.56123, 3.85600)  0.085
H (4.18071, -1.30303, 5.08874)  0.103
H (4.91722, 0.92453, 4.30729)  0.096
H (3.92816, 1.85821, 2.21340)  0.121
C (-3.21872, -0.59969, -2.11602)  -0.068
C (-1.97773, -0.92251, -2.85760)  -0.609
N (-0.83922, -1.23876, -2.31530)  0.018
C (0.12763, -1.46372, -3.26649)  -0.339
C (-0.30964, -1.31693, -4.55325)  -0.326
S (-1.95719, -0.88642, -4.59061)  1.109
C (1.50383, -1.73680, -2.89753)  -0.335
C (2.50511, -1.96048, -3.79921)  -0.334
S (3.99973, -2.17164, -3.00163)  1.090
C (3.18469, -1.94614, -1.47856)  -0.594
N (1.90950, -1.73856, -1.58507)  0.019
C (3.96411, -2.01807, -0.22411)  -0.061
H (-3.03478, -0.71213, -1.04686)  0.036
H (-4.02954, -1.25644, -2.43199)  0.089
H (-3.52133, 0.42712, -2.32307)  0.087
H (0.24834, -1.39758, -5.45959)  0.078
H (2.44749, -1.99342, -4.86667)  0.072
H (4.88101, -2.58115, -0.38057)  0.079
H (3.36305, -2.48083, 0.55668)  0.066
H (4.23459, -1.01510, 0.10895)  0.090
C (-4.36601, -4.70685, 1.07326)  -0.096
C (-4.26316, -3.20000, 0.85241)  -0.291
C (-3.82925, -2.51111, 2.13142)  -0.307
S (-3.15562, -0.78829, 1.97467)  1.037
O (-2.23690, -0.88195, 0.78178)  -0.635
C (-4.67751, -0.05039, 1.23896)  -0.298
C (-5.77793, 0.18216, 2.26667)  -0.274
C (-5.72841, 1.59936, 2.82264)  -0.101
H (-4.66349, -5.21109, 0.15801)  0.074
H (-5.10253, -4.93259, 1.84089)  0.076
H (-3.40888, -5.10500, 1.39840)  0.066
H (-5.23222, -2.82539, 0.51858)  0.104
H (-3.52950, -2.98439, 0.07221)  0.092
H (-3.00167, -3.06130, 2.57144)  0.053
H (-4.63618, -2.45394, 2.85615)  0.090
H (-4.99080, -0.70959, 0.43608)  0.074
H (-4.34672, 0.89353, 0.81523)  0.080
H (-5.67281, -0.52946, 3.08705)  0.093
H (-6.75281, 0.00231, 1.80366)  0.112
H (-4.71909, 1.81929, 3.15986)  0.057
H (-6.41502, 1.71451, 3.65944)  0.073
H (-6.00466, 2.31182, 2.04793)  0.076



[3]
Below is a 2-piece molecular cluster, C6H14N2O2 overall at a distorted geometry, with properties calculated with wB97M-V/def2-TZVPD.

Calculated values
orbital gap = 9.51 eV
highest occupied orbital energy = -0.3298 Eh
SMILES = CNC(C)=O.CNC(C)=O
energy relative to the best compared isomer or geometry (same formula, charge and spin) = 52.2 kJ/mol

Each line ends with the Löwdin charge.
Cartesian coordinates (Å):
C (-1.98607, 0.22721, -2.06261)  -0.067
N (-0.83508, 0.86502, -1.43805)  -0.002
C (-0.48652, 2.10329, -1.83621)  -0.571
C (0.62877, 2.72126, -1.01451)  0.003
O (-0.99377, 2.63170, -2.81662)  0.029
H (-2.86240, 0.88361, -1.93317)  0.091
H (-1.89310, 0.24265, -3.14520)  0.079
H (-2.07222, -0.73541, -1.59261)  0.070
H (-0.55985, 0.51021, -0.52865)  0.077
H (1.52763, 2.44233, -1.58016)  0.090
H (0.62557, 3.81265, -1.00695)  0.083
H (0.59639, 2.29028, -0.01730)  0.052
C (1.39975, 0.08766, 2.27993)  -0.063
N (1.19810, -1.29543, 1.94986)  0.007
C (0.13588, -1.66561, 1.21541)  -0.536
C (0.05380, -3.13446, 0.84369)  0.009
O (-0.71076, -0.86805, 0.83421)  0.023
H (2.35150, 0.17047, 2.80185)  0.089
H (1.29870, 0.70541, 1.40734)  0.061
H (0.69606, 0.39207, 3.06031)  0.095
H (1.83580, -1.98254, 2.31118)  0.136
H (0.44934, -3.76482, 1.64272)  0.078
H (-0.99501, -3.33915, 0.71422)  0.078
H (0.59748, -3.30036, -0.08869)  0.091